{
  "formula": "C10H13N2",
  "method": "ωB97M-V/def2-TZVPD",
  "symbols": ["C", "C", "C", "C", "C", "C", "C", "C", "C", "C", "N", "N", "H", "H", "H", "H", "H", "H", "H", "H", "H", "H", "H", "H", "H"],
  "coordinates": [[3.04, 1.27, -0.14], [1.75, 1.59, -0.21], [3.53, -0.01, 0.08], [2.61, -0.99, 0.26], [0.44, -1.74, -0.19], [0.80, 0.54, -0.05], [-1.47, -1.10, -0.77], [-1.71, 0.13, 0.08], [-2.66, 1.05, -0.70], [-2.13, -0.26, 1.51], [-0.42, 0.91, 0.08], [1.29, -0.80, -0.03], [3.83, 1.97, -0.41], [1.37, 2.62, -0.43], [4.55, -0.20, 0.20], [2.75, -2.05, 0.46], [0.67, -2.72, -0.01], [-1.05, -1.06, -1.73], [-2.08, -1.94, -0.59], [-3.59, 0.49, -0.88], [-2.15, 1.32, -1.63], [-2.77, 1.99, -0.13], [-1.39, -0.89, 1.88], [-2.98, -0.86, 1.37], [-2.25, 0.73, 1.94]],
  "lowdin_charge": [-0.06, 0.02, 0.00, -0.02, 0.23, -0.25, 0.13, -0.59, -0.02, 0.02, 0.20, -0.02, 0.13, 0.15, 0.12, 0.14, 0.09, 0.08, 0.10, 0.11, 0.09, 0.10, 0.06, 0.08, 0.10],
  "total_energy_ev": -13550.105,
  "lumo_energy_ha": [-0.200, -0.200],
  "de_lowest_kcal_mol": 120.59,
  "total_charge": 1
}